1.
Formula: C17H54ClN8O14
Source: the OMol25 dataset
Level of theory: ωB97M-V with the def2-TZVPD basis set

Calculated total energy = -71609.11881 eV
Largest force on an atom = 6.62 eV/A
Total charge = -1

```
94
Properties=species:S:1:pos:R:3:forces:R:3:mulliken_charge:R:1
Cl -0.2012 -0.0920 0.5469 1.3707 -2.3141 2.0141 0.86
O 0.8238 -0.9576 -0.0536 -1.0012 0.8482 -0.9949 -0.14
O -1.4904 -0.7355 0.5432 -0.3147 0.2140 -0.9519 -0.55
O 0.2207 -0.0461 1.9466 -0.3641 1.5620 -0.3856 -0.72
O -0.2700 1.2056 -0.0941 0.0886 -0.5218 0.1600 -0.37
C -0.3226 -1.0584 -4.8762 -1.0345 0.3779 0.3760 -1.42
C -0.3303 -0.7336 -3.3763 0.5428 0.9831 -0.6059 0.35
O -1.6516 -0.5878 -2.8596 -0.3957 -0.4192 -0.5176 -0.74
H 0.6655 -1.1940 -5.3160 0.0424 -0.6733 0.4990 0.34
H -0.7217 -0.2547 -5.4949 -0.3232 0.3279 0.3571 0.34
H -1.0308 -1.8796 -4.9867 0.4737 -0.4059 -0.5089 0.25
H 0.1401 0.2421 -3.2542 0.6070 -0.1509 0.2869 0.26
H 0.1795 -1.5163 -2.8146 0.3849 0.1433 -0.0184 0.24
H -1.5924 -0.1042 -2.0324 -0.0148 0.0564 0.2140 0.13
C 1.9889 2.4019 4.0977 0.8604 -0.9405 -0.4361 -0.66
C 1.8856 3.8759 3.7478 0.0435 -1.8464 0.0873 -0.38
O 1.8244 4.5896 4.9607 0.1683 0.8768 -0.0745 -0.55
H 2.0902 1.7970 3.1966 -0.7848 -0.1468 -0.1772 -0.01
H 1.2663 1.9900 4.8022 -0.3875 0.1355 -0.2627 0.41
H 2.9596 2.1705 4.5361 0.1500 0.5171 0.4477 0.38
H 1.0076 4.0790 3.1348 -0.0125 0.0868 -0.2022 0.22
H 2.7911 4.0098 3.1560 0.0120 1.0712 0.2501 0.35
H 0.9465 4.3773 5.2860 0.0114 0.2359 0.4019 0.34
C 3.3803 -0.6011 -2.7291 0.2919 1.0289 0.2376 -0.68
C 4.4828 -1.4253 -2.0737 0.6296 -0.7696 -1.1555 -0.03
O 5.3961 -1.9288 -3.0878 -0.4446 0.0622 -0.0634 -0.58
H 3.7924 0.3902 -2.9171 -0.1067 0.3026 0.3729 0.39
H 2.5149 -0.5114 -2.0725 0.1174 0.1278 0.1681 -0.09
H 2.9875 -0.8189 -3.7223 0.3464 -1.1663 0.0527 0.40
H 4.1194 -2.2915 -1.5207 -0.3352 0.0944 0.1378 0.19
H 5.1404 -0.8411 -1.4299 -0.6550 0.4254 0.3915 0.12
H 6.0597 -2.4263 -2.6045 0.1334 -0.0713 -0.1240 0.30
C -3.3015 2.7326 -1.6021 0.4158 -0.4976 0.2761 -0.75
C -3.7495 3.0210 -3.0256 0.9086 -0.8439 0.8879 -0.28
O -4.3579 4.2527 -3.0121 -1.2032 1.5736 -0.1422 -0.53
H -4.1079 2.3953 -0.9509 -0.1811 -0.2805 -0.2975 0.49
H -2.8692 3.5470 -1.0207 0.1827 0.3933 -0.6099 0.33
H -2.5377 1.9585 -1.6755 -0.0449 -0.1936 0.3507 -0.04
H -4.3898 2.1857 -3.3092 -0.3497 0.0471 -0.3038 0.33
H -2.9007 3.0289 -3.7094 0.2813 -0.1146 -0.0514 0.23
H -4.7221 4.4820 -3.8702 0.0192 -0.0956 -0.0787 0.30
C 0.7160 5.0551 -3.5595 -1.1869 -0.0416 -0.5739 -1.57
C 0.0604 3.8358 -2.8817 0.9990 1.1112 -0.2827 0.45
O 0.9916 3.3755 -1.9469 0.6339 -0.3459 0.7593 -0.49
H 1.4684 4.7925 -4.3031 0.3292 -0.1022 0.4511 0.35
H 1.0450 5.8142 -2.8497 0.3686 -0.4118 0.1742 0.36
H -0.0457 5.5796 -4.1364 -0.2738 -0.0193 -0.1607 0.42
H -0.1037 3.0286 -3.5955 -0.5714 0.1582 -0.3089 0.13
H -0.8403 4.1670 -2.3647 -0.3631 -0.1871 -0.2454 0.04
H 0.6403 2.5851 -1.5305 0.0318 -0.1949 0.2197 0.21
C 3.0167 -3.9355 1.7069 1.6659 0.0996 0.4780 0.60
O 3.7927 -4.5490 2.3742 1.9423 -1.6864 2.0228 -0.73
N 1.8824 -4.3978 1.3037 -4.2666 -2.1570 -1.2849 -0.27
N 3.2578 -2.7395 1.2377 0.6328 3.8524 -1.4453 -0.06
H 1.2400 -3.8154 0.7857 -0.0794 -0.4407 0.0620 0.19
H 1.7027 -5.3848 1.4206 -0.1114 0.3761 -0.0464 0.20
H 3.9868 -2.1431 1.6024 -0.2297 -0.4859 -0.0460 0.07
H 2.5948 -2.3579 0.5781 0.3025 0.4666 0.2368 -0.11
C -1.8069 -4.3864 -1.8355 -0.9886 -0.7188 -1.8368 0.50
O -2.2234 -5.4994 -1.8960 -0.9284 -3.6965 -0.2889 -0.75
N -1.7048 -3.5773 -2.8434 0.4833 1.8277 -3.6246 -0.16
N -1.4832 -3.8088 -0.7426 1.3367 1.5082 5.3530 -0.16
H -1.5285 -2.6068 -2.6264 -0.3410 -0.0312 -0.9343 0.24
H -1.9294 -3.9314 -3.7622 0.0494 0.4533 0.2459 0.19
H -1.8592 -4.3359 0.0326 0.2485 0.6510 0.3740 0.10
H -1.4086 -2.8016 -0.7289 -0.0709 -0.1490 0.7165 0.18
C -2.7222 2.2540 3.5583 2.2405 1.5397 1.3948 0.60
O -3.5270 2.9755 4.0432 -1.9935 3.4426 3.0705 -0.74
N -3.1312 1.4822 2.6494 -1.0479 -4.3901 -4.3614 -0.20
N -1.3971 2.2228 3.8031 1.5343 0.3517 0.9012 -0.10
H -4.1318 1.5360 2.5227 0.3761 -0.6171 -0.4291 0.19
H -2.4835 0.8051 2.2725 -0.7978 -0.2759 -0.5291 0.08
H -0.7800 1.5527 3.3669 -0.0188 0.1442 0.0232 0.15
H -1.0072 2.8971 4.4461 -0.2378 -0.3419 -0.2058 0.03
C 3.6434 1.7665 0.7920 4.7758 0.1730 0.2092 0.52
O 4.6657 2.4425 0.8424 1.1046 -0.0609 0.2898 -0.80
N 2.5309 2.2668 0.5142 -5.8646 2.9321 -0.9467 0.38
N 3.5810 0.4535 0.9065 0.9750 -2.9107 0.6262 0.03
H 1.7284 1.6548 0.5534 -0.2922 0.9789 -0.3337 -0.32
H 2.4934 3.2699 0.4028 -0.4927 -0.3052 -0.0755 0.13
H 2.6852 0.0406 1.1237 0.4335 -0.5194 -0.0074 -0.13
H 4.4696 -0.0092 1.0347 -0.4854 -0.1117 0.2531 0.16
C -3.9045 -2.9684 2.4939 0.1188 -0.7276 0.2238 -1.25
C -2.7286 -3.9370 2.7044 0.2369 0.2454 1.8676 1.60
C -1.9649 -3.6195 3.9835 0.2918 0.8553 0.5907 -1.33
O -3.1968 -5.2701 2.9105 -0.8415 -0.1263 -1.1097 -0.60
H -4.6828 -3.4602 1.9103 0.0606 0.0763 -0.1633 0.38
H -3.5662 -2.0660 1.9848 -0.0041 -0.0432 0.0132 0.18
H -4.3402 -2.6950 3.4549 -0.0253 0.0324 0.0234 0.37
H -2.0206 -3.7667 1.8934 -0.0443 -0.6654 -0.3219 -0.64
H -1.6947 -2.5636 3.9787 0.4888 0.0294 0.0568 0.24
H -1.1028 -4.2563 4.1818 0.4240 0.1275 -0.7226 0.39
H -2.4998 -3.7778 4.9200 -0.8931 0.0572 -0.3062 0.36
H -2.4938 -5.9211 2.8501 0.2376 0.2343 -0.0527 0.34
```
Forces are in eV/Å.

---

2.
Formula: C35H34AuBrN2O2P2S
Source: the OMol25 dataset
Level of theory: ωB97M-V with the def2-TZVPD basis set

Calculated total energy = -147059.22955 eV
Largest force on an atom = 0.50 eV/A
Energy relative to the best compared isomer or geometry (same formula, charge and spin) = 0.4082 eV
Total charge = +2

```
78
Properties=species:S:1:pos:R:3:forces:R:3:mulliken_charge:R:1
Au 0.1103 -0.6128 -0.5063 0.0853 -0.0435 -0.2342 2.14
C 3.7316 -0.0222 0.3617 -0.0338 0.0137 0.0006 -0.51
C 3.0585 -0.9700 1.3611 -0.0968 0.0266 -0.0523 -0.76
P 1.2890 -0.5857 1.5317 0.0921 0.1398 0.0315 0.32
C 1.2937 1.1144 2.1224 -0.0686 -0.0626 0.0154 0.85
C 0.8003 2.1704 1.3611 -0.0304 -0.0215 -0.0395 -0.09
C 0.9153 3.4706 1.8269 0.0002 0.0385 0.0294 -1.03
C 1.5166 3.7203 3.0522 -0.0093 0.0012 -0.0357 -0.58
C 2.0107 2.6703 3.8156 0.0032 -0.0295 -0.0011 -0.88
C 1.9043 1.3695 3.3532 0.0242 0.0042 0.0367 -0.57
C 0.5861 -1.6809 2.7606 -0.0014 0.0455 -0.2092 1.36
C 0.7647 -3.0580 2.5994 -0.0546 -0.0643 0.0377 -0.98
C 0.2188 -3.9317 3.5226 0.0565 0.0466 -0.0017 -0.96
C -0.5029 -3.4353 4.6034 0.3159 0.0860 0.2062 -0.78
C -0.6901 -2.0698 4.7549 0.1566 0.0200 0.0835 -0.78
C -0.1585 -1.1846 3.8289 0.0657 -0.0239 -0.0080 -0.88
C 3.6436 -0.5395 -1.0709 -0.1287 -0.1419 0.0670 -1.29
P 2.0009 -0.5267 -1.8853 0.0079 -0.0976 0.0059 0.59
C 1.9869 0.8536 -3.0280 -0.0413 0.0275 0.1510 0.76
C 1.4662 0.7213 -4.3147 0.0241 -0.0085 0.0274 -0.29
C 1.4639 1.8172 -5.1642 -0.0055 0.0110 -0.0037 -0.89
C 1.9645 3.0365 -4.7308 -0.0076 -0.0153 -0.0014 -0.60
C 2.4738 3.1710 -3.4444 0.0024 0.0033 0.0148 -0.78
C 2.4862 2.0829 -2.5901 -0.0270 0.0149 -0.0235 -0.68
C 1.9395 -2.0663 -2.8206 -0.0339 0.0590 -0.0016 0.93
C 2.8963 -2.2398 -3.8247 0.0212 0.0185 -0.0139 -0.43
C 2.9466 -3.4272 -4.5342 -0.0027 -0.0023 0.0072 -0.80
C 2.0494 -4.4478 -4.2442 -0.0031 0.0055 0.0044 -0.59
C 1.1021 -4.2818 -3.2449 0.0072 0.0048 0.0089 -0.89
C 1.0432 -3.0931 -2.5323 0.0263 -0.0349 0.0192 -0.51
H 4.7834 0.0899 0.6229 0.0117 -0.0640 -0.0076 0.47
H 3.2924 0.9752 0.4476 0.0795 0.0326 -0.0040 0.23
H 3.4688 -0.8394 2.3647 0.0085 0.0050 0.0029 0.56
H 3.1969 -2.0180 1.0888 0.0032 -0.0029 0.0090 0.68
H 0.3089 1.9905 0.4129 -0.0149 -0.0241 0.0017 0.23
H 0.5258 4.2886 1.2362 -0.0001 0.0006 0.0007 0.49
H 1.5988 4.7359 3.4152 0.0034 0.0002 0.0027 0.44
H 2.4783 2.8638 4.7713 -0.0012 -0.0002 0.0022 0.46
H 2.2895 0.5571 3.9586 -0.0048 -0.0037 0.0067 0.44
H 1.3185 -3.4541 1.7551 0.0178 0.0147 0.0014 0.27
H 0.3530 -4.9978 3.4010 -0.0093 -0.0083 0.0105 0.41
H -0.9289 -4.1206 5.3240 0.1353 0.0840 -0.0100 0.71
H -1.2644 -1.6881 5.5885 -0.0019 -0.0016 0.0070 0.49
H -0.3337 -0.1215 3.9285 0.0121 0.0227 0.0366 0.48
H 3.9522 -1.5871 -1.0971 0.0441 0.0150 -0.0271 0.66
H 4.3095 0.0053 -1.7420 -0.0230 0.0660 0.0131 0.61
H 1.0839 -0.2316 -4.6565 -0.0022 -0.0016 -0.0145 0.51
H 1.0754 1.7156 -6.1682 -0.0018 0.0020 -0.0001 0.45
H 1.9630 3.8864 -5.3997 0.0020 0.0019 -0.0003 0.42
H 2.8673 4.1215 -3.1110 -0.0006 0.0046 -0.0078 0.48
H 2.8896 2.1972 -1.5901 -0.0005 -0.0087 0.0067 0.24
H 3.5957 -1.4461 -4.0617 0.0028 -0.0021 -0.0066 0.45
H 3.6852 -3.5562 -5.3135 0.0007 0.0016 -0.0013 0.45
H 2.0912 -5.3755 -4.7988 0.0006 0.0008 -0.0040 0.42
H 0.4067 -5.0783 -3.0170 0.0037 -0.0034 -0.0025 0.46
H 0.2941 -2.9847 -1.7567 0.0081 0.0165 -0.0154 0.17
N -3.5586 -1.2708 -2.5940 -0.0256 -0.1192 -0.0486 -0.39
C -2.8210 -0.3667 -1.9780 0.0104 0.2291 0.0756 0.74
N -3.3430 0.4603 -1.1012 -0.1266 -0.1139 -0.4668 -0.26
S -1.1482 -0.1896 -2.4998 -0.0869 -0.0685 -0.0128 -0.39
H -4.5467 -1.3777 -2.4171 0.0074 0.0322 -0.0263 0.22
H -3.1279 -1.8781 -3.2715 -0.0141 -0.0047 0.0102 0.23
H -4.3020 0.3761 -0.7949 0.0037 -0.0190 -0.0182 0.22
H -2.7366 1.0637 -0.5586 0.0087 -0.0160 0.0787 0.17
Br -3.2552 -4.9174 4.0507 -0.3648 -0.1149 -0.1205 -0.09
C -3.4950 -3.0825 3.6701 -0.1050 0.0113 -0.1367 -0.51
C -4.3290 -2.3148 4.4693 0.0008 -0.0271 0.0149 -0.41
C -4.4737 -0.9587 4.2038 -0.0036 0.0245 0.0150 -0.83
C -3.7805 -0.3726 3.1572 0.0306 -0.0385 0.0386 -0.52
C -2.9524 -1.1583 2.3614 -0.0283 0.0276 -0.1283 0.37
C -2.8127 -2.5203 2.6067 -0.2138 -0.0346 -0.0821 -0.06
C -2.1413 -0.5077 1.2963 -0.0774 -0.1929 -0.0133 0.75
O -2.0308 0.7093 1.1947 0.2573 0.2097 0.3384 -0.76
O -1.5573 -1.3306 0.4618 0.1238 0.0347 0.3569 -0.68
H -4.8580 -2.7726 5.2939 -0.0056 0.0038 0.0039 0.47
H -5.1251 -0.3609 4.8267 0.0003 -0.0038 0.0007 0.46
H -3.8588 0.6875 2.9579 -0.0025 0.0048 0.0104 0.49
H -2.1552 -3.1211 1.9956 -0.0062 0.0070 -0.0106 0.74
```
Forces are in eV/Å.

---

3.
Formula: C4H4N2OS
Source: the OMol25 dataset
Level of theory: ωB97M-V with the def2-TZVPD basis set

Calculated total energy = -20072.08544 eV
Largest force on an atom = 4.28 eV/A
Energy relative to the best compared isomer or geometry (same formula, charge and spin) = 3.6443 eV
Total charge = 0

```
12
Properties=species:S:1:pos:R:3:forces:R:3:mulliken_charge:R:1
O 3.0427 1.8930 0.3322 0.5775 -0.0229 -0.9074 -0.35
C 2.3766 0.9523 0.4126 0.4900 1.5719 0.9975 0.56
N 1.5621 0.1772 0.8278 -1.4459 -1.0676 0.4402 -0.22
C 1.0971 -1.0719 0.5681 -1.5087 -1.3749 0.4280 -0.06
S 1.8355 -2.0915 -0.4705 -0.6344 0.1869 0.5898 -0.23
H 0.0935 -1.3458 1.1871 2.5694 0.6147 -1.5400 0.26
C -1.0640 0.4217 -1.7354 0.1302 -0.3657 1.3501 -0.57
C -1.5582 0.2057 -0.6552 0.2544 -0.3476 -1.0115 0.16
N -2.2357 -0.0611 0.5022 -0.7790 -1.1459 -4.0548 -0.48
H -0.3422 0.3285 -2.4921 0.0782 0.2002 -0.8033 0.40
H -1.6841 0.2391 1.2089 1.1487 1.4511 3.2846 0.25
H -3.1234 0.3528 0.3143 -0.8804 0.2998 1.2268 0.27
```
Forces are in eV/Å.